(1)
{
  "formula": "C10H18Cl14",
  "method": "ωB97M-V/def2-TZVPD",
  "elements": ["Cl", "C", "C", "Cl", "H", "H", "H", "H", "Cl", "C", "C", "Cl", "H", "H", "H", "H", "Cl", "C", "C", "Cl", "H", "H", "H", "H", "Cl", "C", "C", "Cl", "H", "H", "H", "H", "C", "Cl", "Cl", "Cl", "H", "C", "Cl", "Cl", "Cl", "H"],
  "xyz": [[0.90061, -2.32962, 4.87447], [1.19522, -2.44204, 3.12215], [2.18471, -3.58169, 2.73568], [3.85457, -3.23261, 3.29924], [1.52149, -1.45629, 2.79059], [0.21084, -2.69472, 2.72811], [2.31989, -3.79952, 1.67625], [1.92697, -4.52001, 3.22682], [0.99451, 1.36946, -4.03680], [0.45185, -0.13236, -3.26693], [1.17747, -1.21566, -4.02280], [1.05207, -2.75091, -3.12501], [-0.62586, -0.28547, -3.32361], [0.71310, -0.00010, -2.21700], [2.24731, -1.02965, -4.11745], [0.75936, -1.48522, -4.99266], [0.11787, 5.92568, 0.12756], [1.54316, 4.92917, -0.22959], [1.53245, 3.57856, 0.47328], [1.69340, 3.72620, 2.22792], [2.44581, 5.49980, -0.01118], [1.49241, 4.83139, -1.31401], [2.40666, 3.03775, 0.11081], [0.65543, 2.94404, 0.34555], [-4.71724, -1.22410, -1.51931], [-3.25776, -2.10882, -1.03613], [-2.17610, -1.80024, -2.00124], [-0.91872, -3.06313, -2.01706], [-3.50082, -3.15683, -1.21134], [-2.99701, -1.96633, 0.01259], [-1.82286, -0.77074, -1.94245], [-2.64792, -1.88352, -2.98030], [-0.04777, 0.03339, 0.41433], [1.05895, 1.41118, 0.17477], [0.55175, -1.13893, 1.62263], [-0.46303, -0.79855, -1.13752], [-0.99916, 0.42634, 0.77286], [-2.23421, 2.18631, 2.77139], [-1.70605, 3.11668, 4.17749], [-1.07629, 0.93043, 2.32915], [-2.66629, 3.23784, 1.40965], [-3.15060, 1.68270, 3.07912]],
  "spin_multiplicity": 1,
  "relative_energy_kcal_mol": 369.3,
  "gap_ev": 8.61,
  "lumo_ha": 0.00156,
  "e_homo_ev": -8.564
}

(2)
{
  "formula": "C36H40OsP4S3Sb",
  "method": "ωB97M-V/def2-TZVPD",
  "elements": ["Os", "S", "Sb", "S", "S", "C", "P", "C", "C", "C", "C", "C", "C", "C", "P", "C", "C", "H", "H", "H", "H", "H", "H", "H", "H", "H", "H", "H", "H", "H", "H", "H", "H", "C", "C", "P", "C", "C", "C", "C", "C", "C", "C", "C", "C", "C", "C", "C", "P", "C", "C", "C", "C", "C", "C", "C", "C", "C", "C", "C", "C", "H", "H", "H", "H", "H", "H", "H", "H", "H", "H", "H", "H", "H", "H", "H", "H", "H", "H", "H", "H", "H", "H", "H", "H"],
  "xyz": [[-0.44159, -0.71011, 0.36580], [-3.85972, -4.86247, 2.66087], [-3.17297, -5.54702, 0.50565], [-1.24338, -3.86666, 0.64365], [-2.26955, -2.15351, 0.58473], [2.18339, -3.33551, 1.30375], [1.91686, -1.60123, 0.78918], [3.29597, -1.41327, -0.39631], [2.45358, -0.61891, 2.23765], [3.80086, -0.43784, 2.53537], [4.18518, 0.35521, 3.60564], [3.22350, 0.96716, 4.39495], [1.87765, 0.75987, 4.13304], [1.48509, -0.03122, 3.05884], [-0.25884, -0.40445, 2.70284], [-0.57300, -1.87302, 3.74355], [-1.23955, 0.84551, 3.58812], [3.13499, -3.40281, 1.83089], [2.20659, -3.96827, 0.41517], [1.38419, -3.68817, 1.95123], [4.20349, -1.85795, 0.00934], [3.47433, -0.36306, -0.61325], [3.05800, -1.93494, -1.32347], [4.56483, -0.91154, 1.93244], [5.23644, 0.49764, 3.81771], [3.52145, 1.59849, 5.22159], [1.13406, 1.22004, 4.77110], [-0.15844, -1.69162, 4.73499], [-0.12077, -2.76810, 3.32127], [-1.65056, -2.02893, 3.82118], [-1.12898, 0.70349, 4.66297], [-2.29190, 0.70791, 3.33696], [-0.93267, 1.85316, 3.30916], [0.79166, 1.42621, -2.08662], [0.84492, 0.00021, -2.64739], [-0.58006, -0.94012, -1.96880], [-0.53416, -2.65166, -2.57118], [-1.74613, -3.27163, -2.88427], [-1.77614, -4.62265, -3.19822], [-0.60027, -5.36244, -3.20022], [0.60602, -4.75111, -2.88837], [0.63826, -3.40350, -2.56555], [-1.98769, -0.21391, -2.85124], [-1.94858, -0.10991, -4.24319], [-3.03504, 0.41307, -4.92302], [-4.15893, 0.83780, -4.22411], [-4.20424, 0.72698, -2.84332], [-3.12340, 0.19073, -2.15868], [0.20830, 1.51051, -0.31660], [-1.24244, 2.60316, -0.35332], [-2.31367, 2.32206, 0.49274], [-3.41172, 3.16682, 0.53862], [-3.44506, 4.29127, -0.27293], [-2.37613, 4.58160, -1.11049], [-1.26812, 3.75066, -1.14222], [1.41734, 2.51271, 0.59668], [0.96160, 3.36485, 1.60399], [1.86331, 4.11340, 2.34301], [3.22479, 4.00745, 2.09580], [3.68408, 3.15861, 1.09928], [2.78515, 2.41061, 0.35656], [0.06405, 2.00803, -2.65260], [1.76058, 1.91509, -2.17996], [1.76374, -0.50326, -2.34961], [0.81301, 0.01205, -3.73719], [-2.66139, -2.69505, -2.89363], [-2.71838, -5.08534, -3.46301], [-0.62436, -6.41252, -3.46196], [1.52045, -5.32985, -2.89919], [1.58327, -2.92782, -2.32411], [-1.08387, -0.45397, -4.79827], [-3.00967, 0.48646, -6.00221], [-5.00608, 1.24232, -4.76182], [-5.08110, 1.05558, -2.30057], [-3.16375, 0.06681, -1.08547], [-2.28188, 1.43116, 1.11269], [-4.23775, 2.95020, 1.20390], [-4.30121, 4.95244, -0.24726], [-2.41011, 5.46305, -1.73696], [-0.42019, 4.00300, -1.76809], [-0.10046, 3.46720, 1.78954], [1.49618, 4.79492, 3.09918], [3.92984, 4.59693, 2.66682], [4.74450, 3.09028, 0.89404], [3.15238, 1.77263, -0.43777]],
  "spin_multiplicity": 6,
  "relative_energy_kcal_mol": 1.7,
  "gap_ev": [7.48, 6.29],
  "lumo_ha": [-0.18753, -0.28099],
  "total_charge": 2,
  "e_homo_ev": [-12.580, -13.936]
}